Entry A
A 2-piece molecular cluster, C4H11N3 overall. Source: the Open Molecules 2025 dataset; level of theory: ωB97M-V/def2-TZVPD.

The multiplicity is 1. The calculation puts the orbital gap at 8.722 eV. The HOMO energy comes out at -7.76 eV. As for the LUMO energy: 0.0355 hartree.

Element x y z (Å)
H  -2.523  -0.903  1.989
N  -1.647  -0.461  1.674
C  -0.652  -0.919  2.373
N  0.620  -1.107  1.860
H  -0.754  -1.206  3.431
H  1.372  -1.444  2.438
H  0.854  -0.764  0.929
C  1.400  0.258  -2.277
C  0.315  0.432  -1.454
C  -0.077  1.809  -0.904
N  -0.401  -0.652  -0.863
H  1.669  -0.732  -2.574
H  1.990  1.076  -2.659
H  0.178  1.958  0.163
H  -1.169  1.961  -0.992
H  0.397  2.589  -1.533
H  -1.137  -0.398  -0.216
H  -0.434  -1.498  -1.386

Entry B
C4H11N3 as an isolated structure. Source: the Open Molecules 2025 dataset; level of theory: ωB97M-V/def2-TZVPD.

The multiplicity is 1. The calculation puts the orbital gap at 8.709 eV. The HOMO energy comes out at -7.56 eV. As for the LUMO energy: 0.0424 hartree.

Element x y z (Å)
C  0.087  -1.809  -0.237
C  -0.107  0.549  -1.799
C  -0.923  0.933  0.824
C  0.682  0.005  -0.674
N  -1.135  -1.997  -0.006
N  1.443  0.614  1.505
N  0.497  0.852  0.440
H  0.967  -2.417  -0.116
H  0.216  1.441  -2.413
H  -1.087  0.718  -1.518
H  -0.031  -0.367  -2.415
H  -1.009  1.185  1.906
H  -1.342  1.773  0.269
H  -1.421  0.025  0.729
H  1.779  -0.297  -0.990
H  -1.515  -2.919  0.427
H  1.941  1.549  1.695
H  0.959  0.162  2.373

Entry C
C4H11N3 as an isolated structure. Source: the Open Molecules 2025 dataset; level of theory: ωB97M-V/def2-TZVPD.

The multiplicity is 1. The calculation puts the orbital gap at 7.703 eV. The HOMO energy comes out at -7.52 eV. As for the LUMO energy: 0.0067 hartree.

Element x y z (Å)
C  -0.948  0.152  -0.129
C  -1.831  -0.685  0.768
C  1.214  -0.228  -1.524
N  -0.735  1.472  0.381
C  0.662  -0.343  -0.109
N  0.986  1.071  0.677
N  1.085  -1.415  0.553
H  -0.647  2.132  -0.393
H  -1.293  0.141  -1.165
H  1.013  0.885  1.676
H  1.834  1.562  0.370
H  0.757  -1.385  1.520
H  -1.767  -1.734  0.468
H  -2.873  -0.361  0.721
H  -1.511  -0.613  1.811
H  0.823  -1.055  -2.117
H  0.930  0.712  -2.005
H  2.303  -0.308  -1.505

Energetically preferred structure: entry A | next structure: +316.6 kJ/mol

Entry A
One molecule with the formula C2F4O. Source: the Open Molecules 2025 dataset; level of theory: ωB97M-V/def2-TZVPD.

The multiplicity is 1. The calculation puts the orbital gap (spin up / spin down) at 10.020 / 7.486 eV. The HOMO energy (spin up / spin down) comes out at -9.81 / -8.41 eV. As for the LUMO energy (spin up / spin down): 0.0076 / -0.0340 hartree.

Element x y z (Å)
C  -1.170  0.187  -0.266
C  0.987  -0.176  -0.186
O  0.084  -0.058  -1.074
F  -1.282  1.237  0.539
F  -1.338  -0.889  0.497
F  1.380  0.916  0.494
F  1.341  -1.232  0.437

Entry B
A 2-piece molecular cluster, C2F4O overall. Source: the Open Molecules 2025 dataset; level of theory: ωB97M-V/def2-TZVPD.

The multiplicity is 1. The calculation puts the orbital gap at 11.619 eV. The HOMO energy comes out at -11.69 eV. As for the LUMO energy: -0.0027 hartree.

Element x y z (Å)
C  -1.389  0.468  0.968
C  1.557  -0.604  -0.702
O  -1.302  0.425  2.108
F  -1.744  1.631  0.305
F  -1.159  -0.418  0.058
F  1.215  -1.065  -1.875
F  2.824  -0.437  -0.861

Energetically preferred structure: entry B | next structure: +227.3 kJ/mol